Entry P
Computed, not measured: the ion C5H13N2O with charge +1, with ωB97M-V/def2-TZVPD.

```
21
Properties=species:S:1:pos:R:3:mulliken_charge:R:1
N -2.509 1.956 -1.330 -0.296
C -1.173 1.561 -0.775 -0.825
C -1.143 0.027 -0.885 0.621
N -0.218 -0.633 -0.193 -0.073
C 1.056 -0.052 0.333 -0.455
C 1.500 -0.813 1.568 -0.536
C 2.107 -2.156 1.175 -1.168
O -2.011 -0.471 -1.590 -0.654
H -2.685 2.955 -1.233 0.343
H -2.582 1.639 -2.303 0.364
H -3.241 1.429 -0.850 0.359
H -0.417 1.998 -1.405 0.372
H -1.114 1.957 0.233 0.408
H -0.138 -1.617 -0.419 0.239
H 0.860 0.999 0.525 0.390
H 1.794 -0.127 -0.462 0.270
H 0.720 -0.856 2.311 0.332
H 2.297 -0.232 2.044 0.295
H 1.436 -2.822 0.626 0.334
H 2.442 -2.764 2.018 0.352
H 3.018 -1.977 0.614 0.328
```

Properties
SMILES: CCCNC(=O)C[NH3+]
Total charge: +1
Frontier orbital gap (Ha): 0.383



Entry Q
Computed, not measured: a cluster of 2 separate species, C5H13N2O in total, with ωB97M-V/def2-TZVPD.

```
21
Properties=species:S:1:pos:R:3:mulliken_charge:R:1
C -1.076 -0.914 1.822 -0.642
C -1.886 -0.433 0.572 -0.717
C -1.092 -0.457 -0.738 -0.468
C -0.038 0.343 -1.083 -0.457
N 0.872 0.107 -2.074 -0.388
C 0.938 -0.316 -3.280 -0.308
N -0.078 0.109 2.490 -0.246
H -1.717 -1.260 2.617 0.409
H -0.441 -1.821 1.572 0.366
H -2.862 -0.957 0.483 0.368
H -2.350 0.602 0.669 0.340
H -1.192 -1.217 -1.465 0.432
H -0.035 1.273 -0.603 0.737
H 0.220 -0.450 -4.011 0.336
H 1.917 -0.637 -3.520 0.258
H 0.292 -0.212 3.427 0.416
H -0.584 0.912 2.769 0.352
H 0.765 0.334 1.949 0.239
H 1.837 1.056 0.051 0.368
H 2.697 0.981 1.338 0.330
O 1.852 1.319 1.007 -0.723
```

Properties
Total charge: +1
Frontier orbital gap (Ha): 0.316



Entry R
Computed, not measured: the ion C5H13N2O with charge +1, with ωB97M-V/def2-TZVPD.

```
21
Properties=species:S:1:pos:R:3:mulliken_charge:R:1
N -2.468 1.965 -1.340 -0.310
C -1.120 1.539 -0.804 -0.865
C -1.097 0.004 -0.900 0.750
N -0.015 -0.654 -0.482 -0.109
C 1.176 -0.057 0.208 -0.559
C 1.425 -0.728 1.547 -0.395
C 2.015 -2.113 1.336 -1.220
O -2.010 -0.497 -1.550 -0.649
H -2.598 2.963 -1.140 0.354
H -2.462 1.797 -2.342 0.360
H -3.271 1.428 -0.989 0.359
H -0.413 2.045 -1.450 0.360
H -1.032 1.880 0.225 0.416
H -0.119 -1.643 -0.312 0.184
H 1.086 1.026 0.157 0.409
H 1.970 -0.338 -0.484 0.302
H 0.518 -0.884 2.122 0.269
H 2.004 -0.113 2.244 0.336
H 1.200 -2.760 0.985 0.316
H 2.304 -2.645 2.248 0.359
H 2.905 -2.215 0.723 0.333
```

Properties
SMILES: CCCNC(=O)C[NH3+]
Total charge: +1
Frontier orbital gap (Ha): 0.374



Which structure is the least stable? The one labeled entry Q.



Entry P
Computed, not measured: the ion C5H13N2O with charge +1, with ωB97M-V/def2-TZVPD.

```
21
Properties=species:S:1:pos:R:3:mulliken_charge:R:1
N -0.991 -2.167 -0.806 -0.259
C -0.784 -0.960 0.067 -0.122
C -1.994 -0.039 0.149 -1.254
C 0.389 -0.202 -0.622 0.546
N 1.059 0.685 0.156 0.076
C 1.965 1.569 -0.577 -0.932
C 0.825 0.982 1.569 -0.902
O 0.883 -0.685 -1.628 -0.683
H -0.105 -2.189 -1.363 0.353
H -1.681 -1.978 -1.536 0.370
H -1.160 -3.049 -0.331 0.339
H -0.495 -1.344 1.061 0.377
H -2.671 -0.315 -0.675 0.363
H -1.645 0.977 0.014 0.395
H -2.584 -0.010 1.069 0.297
H 2.792 1.025 -1.020 0.305
H 2.372 2.379 0.030 0.349
H 1.391 2.069 -1.375 0.351
H 1.197 1.959 1.816 0.346
H 1.461 0.308 2.136 0.339
H -0.224 0.988 1.868 0.348
```

Properties
SMILES: C[C@@H]([NH3+])C(=O)N(C)C
Total charge: +1
Frontier orbital gap (Ha): 0.371



Entry Q
Computed, not measured: a cluster of 2 separate species, C5H13N2O in total, with ωB97M-V/def2-TZVPD.

```
21
Properties=species:S:1:pos:R:3:mulliken_charge:R:1
C 4.296 0.556 0.299 -0.244
C 3.920 -0.822 0.477 -0.249
C -4.010 -0.776 -0.536 -1.038
C -3.225 0.030 0.555 -0.300
C -0.956 0.862 -0.136 0.117
N -1.758 0.004 0.361 -0.165
N 3.069 0.017 -0.423 -0.191
O 0.256 0.656 -0.244 -0.721
H 4.124 1.184 1.109 0.231
H 5.007 1.024 -0.350 0.265
H 4.361 -1.673 -0.015 0.248
H 3.351 -1.103 1.280 0.277
H -4.959 -0.391 -0.663 0.332
H -3.402 -0.854 -1.472 0.290
H -4.111 -1.762 -0.107 0.336
H -3.633 1.098 0.745 0.343
H -3.450 -0.555 1.415 0.239
H -1.436 1.880 -0.192 0.270
H -1.411 -0.947 0.204 0.230
H 3.296 -0.028 -1.399 0.307
H 1.944 0.210 -0.170 0.422
```

Properties
Total charge: +1
Frontier orbital gap (Ha): 0.395



Entry R
Computed, not measured: a structure of composition C5H13N2O, with ωB97M-V/def2-TZVPD.

```
21
Properties=species:S:1:pos:R:3:mulliken_charge:R:1
O 0.777 -0.720 -1.372 -0.386
C 0.751 0.201 -0.525 -0.160
N 1.743 0.285 0.879 -0.269
C 3.083 -0.002 0.390 -0.726
C -0.713 0.580 -0.019 0.420
N -1.482 0.803 -1.249 -0.451
C -2.755 -0.531 1.070 -1.310
C -1.238 -0.576 0.825 -0.780
H 1.011 -0.547 0.529 0.334
H 3.105 -0.847 -0.307 0.301
H 3.499 0.884 -0.101 0.331
H 3.711 -0.274 1.242 0.320
H -0.621 1.486 0.578 0.465
H -1.099 0.227 -1.979 0.265
H 1.029 1.243 -0.867 0.451
H -1.900 1.637 -1.637 0.238
H -3.052 0.110 1.900 0.357
H -3.338 -0.306 0.179 0.367
H -3.030 -1.549 1.354 0.366
H -0.891 -1.498 0.342 0.477
H -0.755 -0.476 1.804 0.390
```

Properties
Total charge: +1
Frontier orbital gap (Ha): 0.180



Which structure is the least stable? The one labeled entry R.



Entry P
Computed, not measured: the ion C5H13N2O with charge +1, with ωB97M-V/def2-TZVPD.

```
21
Properties=species:S:1:pos:R:3:mulliken_charge:R:1
N -1.786 0.079 0.932 -0.228
C -0.509 0.746 0.510 -0.127
C 0.412 -0.229 -0.221 -0.944
C -0.144 -0.753 -1.540 -0.314
C 0.857 -1.643 -2.275 -1.346
C 0.078 1.209 1.858 0.512
N 1.268 1.792 1.867 -0.307
O -0.591 1.012 2.865 -0.661
H -1.814 -0.900 0.660 0.345
H -1.797 0.146 1.979 0.349
H -2.607 0.560 0.577 0.342
H -0.806 1.601 -0.092 0.387
H 0.690 -1.034 0.463 0.381
H 1.330 0.306 -0.440 0.400
H -1.020 -1.379 -1.370 0.359
H -0.435 0.090 -2.173 0.299
H 0.388 -2.200 -3.085 0.375
H 1.300 -2.370 -1.585 0.346
H 1.691 -1.087 -2.694 0.346
H 1.686 2.104 2.730 0.282
H 1.808 1.952 1.033 0.205
```

Properties
SMILES: CCC[C@@H]([NH3+])C(N)=O
Total charge: +1
Frontier orbital gap (Ha): 0.431



Entry Q
Computed, not measured: the ion C5H13N2O with charge +1, with ωB97M-V/def2-TZVPD.

```
21
Properties=species:S:1:pos:R:3:mulliken_charge:R:1
C -1.229 0.159 0.626 -0.222
C -0.037 0.184 -0.251 0.944
C -2.719 0.678 0.440 -1.408
C 2.464 -0.812 -0.250 -1.363
C 1.383 0.051 0.425 -0.067
N 0.049 0.561 -1.556 -0.415
N -0.928 -1.205 0.141 -0.340
O 1.801 1.413 0.454 -0.562
H -1.296 0.344 1.732 0.306
H -3.024 0.485 -0.580 0.364
H -2.647 1.745 0.611 0.378
H -3.460 0.099 1.019 0.382
H 2.015 -1.374 -1.017 0.418
H 2.830 -1.584 0.387 0.381
H 3.313 -0.387 -0.843 0.365
H 1.209 -0.319 1.365 0.481
H -0.687 1.039 -2.090 0.239
H 0.900 0.766 -1.935 0.193
H -0.814 -1.906 0.865 0.283
H -1.661 -1.523 -0.558 0.302
H 2.538 1.586 1.012 0.341
```

Properties
SMILES: C[C@@H](O)[C@@]1(N)[NH2+][C@@H]1C
Total charge: +1
Frontier orbital gap (Ha): 0.424



Which structure is the least stable? The one labeled entry Q.



Entry P
Computed, not measured: the ion C4H8NO3 with charge -1, with ωB97M-V/def2-TZVPD.

```
16
Properties=species:S:1:pos:R:3:mulliken_charge:R:1
O -0.475 2.169 0.389 -0.740
C 0.378 1.402 -0.103 0.499
O 1.611 1.519 -0.223 -0.737
C -0.193 0.075 -0.691 0.218
C 0.424 -1.119 0.052 -0.167
C 0.134 -1.130 1.540 -1.184
O 0.007 -2.365 -0.551 -0.600
N -1.663 -0.047 -0.684 -0.775
H 0.109 -0.091 -1.729 0.281
H 1.485 -1.132 -0.194 0.365
H 0.015 -0.109 1.902 0.359
H 0.896 -1.620 2.145 0.287
H -0.846 -1.544 1.767 0.278
H -0.940 -2.427 -0.713 0.367
H -2.010 -0.525 0.146 0.200
H -1.990 0.911 -0.579 0.348
```

Properties
SMILES: C[C@@H](O)[C@@H](N)C(=O)[O-]
Total charge: -1
Frontier orbital gap (Ha): 0.297



Entry Q
Computed, not measured: the ion C4H8NO3 with charge -1, with ωB97M-V/def2-TZVPD.

```
16
Properties=species:S:1:pos:R:3:mulliken_charge:R:1
O 2.691 0.276 0.190 -0.724
C 1.793 0.760 0.910 0.290
O 1.876 1.429 1.963 -0.750
C 0.291 0.457 0.494 0.113
C 0.151 0.082 -0.984 -0.687
C -1.319 0.009 -1.373 -0.417
O -1.871 -1.266 -0.976 -0.601
N -0.208 -0.649 1.347 -0.805
H -0.212 1.375 0.781 0.387
H 0.572 -0.928 -1.033 0.284
H 0.828 0.724 -1.541 0.387
H -1.472 0.077 -2.448 0.299
H -1.877 0.749 -0.800 0.249
H -1.670 -1.324 -0.018 0.403
H 0.440 -1.418 1.190 0.242
H -0.013 -0.352 2.299 0.330
```

Properties
SMILES: N[C@H](CCO)C(=O)[O-]
Total charge: -1
Frontier orbital gap (Ha): 0.288



Entry R
Computed, not measured: a cluster of 2 separate species, C4H8NO3 in total, with ωB97M-V/def2-TZVPD.

```
16
Properties=species:S:1:pos:R:3:mulliken_charge:R:1
C 2.111 -2.127 0.618 -0.729
C 1.111 -1.569 1.626 0.554
O 1.569 -1.800 2.784 -0.730
O -0.042 -1.071 1.374 -0.729
H 1.772 -1.632 -0.453 0.125
H 2.156 -3.144 0.708 0.267
H 2.999 -1.666 0.828 0.273
C -0.029 1.211 -1.152 -0.711
C -1.270 1.716 -1.731 0.569
O -1.549 1.931 -2.883 -0.609
N -2.082 1.757 -0.592 -0.453
H -3.114 1.676 -0.813 0.230
H -1.900 1.335 0.324 0.303
H 0.465 1.853 -0.234 0.238
H 0.849 1.213 -1.924 0.291
H -0.020 0.197 -0.658 0.111
```

Properties
Total charge: -1
Frontier orbital gap (Ha): 0.277



Entry S
Computed, not measured: a cluster of 2 separate species, C4H8NO3 in total, with ωB97M-V/def2-TZVPD.

```
16
Properties=species:S:1:pos:R:3:mulliken_charge:R:1
O 2.207 1.610 -1.447 -0.459
C 1.388 0.769 -1.193 -0.039
N 0.328 0.898 -0.334 -0.478
C -0.300 -0.182 -0.004 0.351
C -1.876 -0.185 -0.562 -0.459
O -2.361 -1.353 -0.491 -0.630
C -0.523 -0.397 1.638 -0.520
O 0.526 -0.922 2.099 -0.590
H 2.822 0.489 1.190 0.028
H 1.463 -0.207 -1.710 0.351
H 2.974 -0.090 0.734 -0.023
H -1.778 0.227 -1.578 0.306
H -2.374 0.607 0.039 0.223
H -0.787 0.616 2.006 0.244
H 0.229 -1.076 -0.362 0.415
H -1.441 -1.034 1.610 0.281
```

Properties
Total charge: -1
Frontier orbital gap (Ha): 0.245



Which structure is the least stable? The one labeled entry S.